(1)
Here is C37H25Cl2N7O4V as an isolated structure from OMol25. Energies are from wB97M-V/def2-TZVPD.

Element x y z (Å)
V  0.157  0.694  -0.451
O  4.055  1.623  1.095
C  3.066  0.910  0.886
N  1.795  1.321  0.722
C  1.571  2.708  0.958
C  2.050  3.414  2.053
C  1.764  4.763  2.205
C  1.010  5.431  1.248
C  0.533  4.746  0.138
C  0.804  3.388  -0.002
N  0.321  2.565  -1.033
C  -0.051  2.993  -2.241
O  0.042  4.115  -2.746
C  -0.697  1.865  -3.031
C  -0.921  1.999  -4.387
C  -1.473  0.927  -5.075
C  -1.821  -0.210  -4.371
C  -1.593  -0.250  -3.001
N  -1.015  0.758  -2.348
C  3.335  -0.582  0.793
C  4.621  -1.008  0.460
C  4.862  -2.365  0.371
C  3.826  -3.254  0.632
C  2.593  -2.731  0.987
N  2.357  -1.427  1.071
H  2.645  2.896  2.794
H  2.138  5.296  3.073
H  0.790  6.486  1.363
H  -0.043  5.247  -0.625
H  -0.641  2.932  -4.857
H  -1.629  0.981  -6.146
H  -2.265  -1.066  -4.862
H  -1.890  -1.097  -2.402
H  5.379  -0.262  0.271
H  5.846  -2.731  0.098
H  3.969  -4.326  0.565
H  1.753  -3.381  1.215
O  -3.663  -2.889  4.809
C  -3.345  -3.731  3.774
O  -3.847  -4.834  3.765
C  -2.436  -3.182  2.764
C  -1.567  -2.104  3.017
C  -0.779  -1.568  2.033
C  -0.842  -2.047  0.694
C  -1.663  -3.192  0.469
C  -2.430  -3.729  1.477
N  -0.158  -1.407  -0.268
C  0.222  -2.099  -1.421
C  1.070  -1.473  -2.277
C  1.603  -2.046  -3.495
C  2.452  -1.343  -4.271
C  2.846  -0.013  -3.884
C  2.314  0.493  -2.736
N  1.446  -0.155  -1.932
H  -3.337  -2.007  4.585
H  -1.475  -1.692  4.019
H  -0.090  -0.762  2.243
H  -1.750  -3.593  -0.532
H  -3.088  -4.567  1.276
H  -0.021  -3.145  -1.570
H  1.289  -3.047  -3.773
H  2.836  -1.779  -5.188
H  3.536  0.575  -4.473
H  2.582  1.494  -2.406
Cl  -3.721  -0.055  -0.565
C  -3.458  0.490  1.065
C  -4.536  0.427  1.930
C  -4.400  0.816  3.253
C  -3.162  1.272  3.684
C  -2.097  1.333  2.808
Cl  -0.568  1.870  3.428
C  -2.175  0.945  1.449
N  -1.103  0.983  0.632
H  -5.481  0.057  1.554
H  -5.240  0.765  3.934
H  -3.006  1.576  4.711

Output
- E_LUMO (spin up / spin down): 4.5 / 4.5 eV
- Gap between HOMO and LUMO (spin up / spin down): 4.65 / 4.83 eV
- Total charge: -2
- HOMO (spin up / spin down): -0.167 / -0.346 eV
- <S²>: 0.793
- Multiplicity: 2



(2)
Here is C37H25CrN10O3S as an isolated structure from OMol25. Energies are from wB97M-V/def2-TZVPD.

Element x y z (Å)
Cr  -1.025  -0.322  0.328
C  -5.361  -3.993  -2.737
C  -4.613  -5.053  -2.208
C  -3.397  -4.834  -1.581
C  -2.944  -3.525  -1.499
C  -1.787  -2.927  -0.843
N  -1.875  -1.562  -0.949
C  -2.988  -1.242  -1.658
N  -3.377  -0.027  -2.031
C  -2.836  1.078  -1.551
C  -3.186  2.420  -2.018
C  -4.018  2.856  -3.037
C  -4.151  4.225  -3.210
C  -3.470  5.126  -2.383
C  -2.643  4.683  -1.363
C  -2.515  3.314  -1.192
C  -1.755  2.511  -0.239
N  -1.040  3.020  0.739
C  -0.257  2.282  1.523
N  0.046  0.963  1.373
C  0.986  0.610  2.311
N  1.636  -0.539  2.387
C  1.305  -1.605  1.672
N  0.167  -1.784  0.935
C  0.190  -3.032  0.376
N  -0.779  -3.606  -0.333
C  1.428  -3.693  0.756
C  1.986  -4.910  0.377
C  3.254  -5.208  0.839
C  3.953  -4.312  1.665
C  3.399  -3.101  2.040
C  2.124  -2.800  1.573
C  1.274  1.767  3.140
C  2.081  1.932  4.258
C  2.098  3.179  4.855
C  1.331  4.240  4.347
C  0.523  4.072  3.238
C  0.498  2.815  2.645
N  -1.963  1.187  -0.507
C  -3.694  -2.469  -2.017
C  -4.911  -2.686  -2.646
H  -6.312  -4.201  -3.211
H  -5.001  -6.062  -2.279
H  -2.823  -5.650  -1.157
H  -4.535  2.145  -3.668
H  -4.795  4.608  -3.994
H  -3.595  6.191  -2.545
H  -2.113  5.376  -0.721
H  1.438  -5.587  -0.267
H  3.723  -6.143  0.559
H  4.948  -4.573  2.007
H  3.935  -2.408  2.681
H  2.659  1.104  4.649
H  2.702  3.342  5.739
H  1.367  5.203  4.843
H  -0.077  4.884  2.840
H  -5.487  -1.852  -3.033
O  -1.541  -0.195  4.026
S  -2.582  -0.579  3.073
N  -2.360  -0.618  1.612
O  0.663  2.056  -1.986
C  1.278  1.188  -1.439
O  0.813  -0.081  -1.321
C  2.625  1.380  -0.764
N  3.161  0.084  -0.293
C  4.497  -0.096  -0.910
C  4.975  1.320  -1.213
C  3.683  1.975  -1.709
H  2.442  2.052  0.078
H  1.597  -0.555  -0.955
H  3.223  0.072  0.717
H  4.387  -0.656  -1.841
H  5.149  -0.665  -0.250
H  5.788  1.359  -1.940
H  5.306  1.803  -0.289
H  3.480  1.670  -2.738
H  3.688  3.061  -1.675

Output
- E_LUMO (spin up / spin down): -1.5 / -1.6 eV
- Gap between HOMO and LUMO (spin up / spin down): 4.92 / 4.84 eV
- HOMO (spin up / spin down): -6.436 / -6.480 eV
- <S²>: 3.991
- Multiplicity: 4



(3)
Here is C37H25MnN8O2S6 as an isolated structure from OMol25. Energies are from wB97M-V/def2-TZVPD.

Element x y z (Å)
Mn  -0.696  0.341  0.425
C  0.126  3.258  -3.134
C  0.434  1.887  -2.600
O  -0.241  1.348  -1.747
N  1.516  1.248  -3.079
C  1.846  -0.045  -2.566
C  2.779  -0.025  -1.381
C  3.694  -1.051  -1.174
C  4.463  -1.025  -0.025
C  4.299  0.020  0.871
C  3.371  1.005  0.570
N  2.627  0.990  -0.530
H  -0.936  3.300  -3.360
H  0.705  3.519  -4.017
H  0.324  3.981  -2.341
H  2.161  1.751  -3.668
H  2.247  -0.676  -3.366
H  0.903  -0.490  -2.243
H  3.788  -1.855  -1.891
H  5.182  -1.811  0.170
H  4.874  0.076  1.783
H  3.205  1.839  1.239
S  2.337  -6.198  -2.510
N  1.043  -5.327  -2.942
C  0.944  -4.316  -2.086
C  -0.084  -3.288  -2.094
C  -1.123  -3.252  -3.019
C  -2.049  -2.228  -2.936
C  -1.933  -1.286  -1.913
N  -0.949  -1.316  -1.022
C  -0.023  -2.284  -1.121
C  1.090  -2.239  -0.151
N  1.114  -1.195  0.685
C  2.041  -1.156  1.628
C  3.019  -2.141  1.764
C  3.029  -3.203  0.878
C  2.045  -3.259  -0.105
C  1.973  -4.312  -1.104
N  2.824  -5.322  -1.239
H  -1.184  -4.019  -3.778
H  -2.874  -2.156  -3.629
H  -2.669  -0.503  -1.770
H  1.996  -0.306  2.300
H  3.748  -2.061  2.556
H  3.768  -3.988  0.933
S  -0.917  -0.660  3.028
C  -2.490  -1.374  2.937
C  -2.799  -2.378  3.917
N  -3.030  -3.171  4.718
C  -3.444  -1.046  2.018
S  -3.269  0.151  0.766
C  -4.711  -1.717  2.053
N  -5.741  -2.229  2.060
O  -0.049  2.076  1.024
C  -0.330  3.319  1.435
C  0.332  3.614  2.786
C  1.039  2.714  3.516
C  1.546  3.247  4.730
C  1.215  4.555  4.900
S  0.285  5.141  3.586
C  -1.826  3.519  1.548
C  -2.600  3.454  2.664
C  -3.990  3.513  2.383
C  -4.244  3.611  1.052
S  -2.802  3.616  0.133
C  0.284  4.270  0.409
C  1.300  3.930  -0.435
C  1.744  5.015  -1.235
C  1.049  6.161  -0.985
S  -0.153  5.920  0.211
H  1.137  1.693  3.196
H  2.110  2.676  5.448
H  1.453  5.201  5.724
H  -2.188  3.327  3.652
H  -4.758  3.455  3.136
H  -5.199  3.649  0.561
H  1.682  2.917  -0.476
H  2.534  4.944  -1.964
H  1.166  7.122  -1.450

Output
- E_LUMO (spin up / spin down): 0.9 / 0.9 eV
- Gap between HOMO and LUMO (spin up / spin down): 4.28 / 4.33 eV
- Total charge: -1
- HOMO (spin up / spin down): -3.419 / -3.471 eV
- <S²>: 8.756
- Multiplicity: 6



(4)
Here is one molecule with the formula C37H26BF3O2S from OMol25. Energies are from wB97M-V/def2-TZVPD.

Element x y z (Å)
C  0.046  -0.259  0.354
C  -1.386  -0.282  1.366
C  -1.761  0.872  2.091
C  -2.769  0.917  3.194
C  -3.086  -0.423  3.723
C  -2.733  -1.521  3.042
C  -1.904  -1.485  1.891
C  0.847  -1.533  0.851
C  2.034  -1.117  1.475
C  3.015  -2.004  1.858
C  2.748  -3.367  1.838
C  1.544  -3.781  1.271
C  0.618  -2.889  0.720
C  2.058  0.350  1.530
C  0.864  0.860  1.016
C  0.657  2.243  1.056
C  1.592  3.056  1.744
C  2.837  2.544  2.131
C  3.088  1.191  1.932
H  -0.999  1.622  2.189
H  -2.682  1.718  3.913
H  -3.596  -0.505  4.728
H  -2.969  -2.509  3.438
H  -1.430  -2.429  1.634
H  3.984  -1.620  2.146
H  3.476  -4.086  2.221
H  1.303  -4.838  1.266
H  -0.296  -3.276  0.250
H  -0.250  2.687  0.606
H  1.326  4.104  1.916
H  3.555  3.218  2.618
H  4.072  0.785  2.108
C  -1.587  -0.182  -4.708
C  -0.827  0.087  -3.454
C  -0.203  1.278  -3.085
C  0.460  1.223  -1.882
C  0.474  -0.126  -1.170
B  -3.517  1.561  2.009
C  1.956  -0.677  -1.486
C  2.145  -1.980  -1.908
C  3.378  -2.610  -1.710
C  4.423  -1.822  -1.238
C  5.676  -2.456  -0.681
F  6.823  -2.111  -1.369
F  5.891  -2.085  0.625
F  5.592  -3.822  -0.664
C  4.342  -0.432  -1.238
C  3.088  0.146  -1.418
O  -3.250  2.767  1.182
C  -4.111  2.696  0.136
C  -4.928  1.564  0.272
C  -5.825  1.226  -0.698
C  -5.878  2.036  -1.815
C  -5.095  3.169  -1.988
C  -4.264  3.592  -0.950
O  -4.584  0.892  1.393
S  -0.755  -1.056  -2.170
H  -1.256  0.532  -5.477
H  -1.449  -1.217  -5.080
H  -2.674  -0.023  -4.588
H  -0.282  2.136  -3.744
H  1.121  2.022  -1.550
H  1.344  -2.557  -2.323
H  3.518  -3.666  -1.914
H  5.222  0.180  -1.044
H  3.026  1.220  -1.426
H  -6.355  0.296  -0.459
H  -6.544  1.733  -2.606
H  -5.167  3.702  -2.938
H  -3.731  4.523  -0.954

Output
- E_LUMO: -2.2 eV
- Gap between HOMO and LUMO: 2.68 eV
- HOMO: -4.879 eV
- Multiplicity: 1



(5)
Here is a 5-piece molecular cluster, C37H26BrNO19 overall from OMol25. Energies are from wB97M-V/def2-TZVPD.

Element x y z (Å)
C  3.809  -1.634  -1.797
C  3.532  -0.064  -1.914
O  3.911  0.646  -0.937
N  2.887  0.610  -3.083
C  1.632  -0.082  -3.504
C  3.923  0.610  -4.135
C  4.266  -0.562  -5.084
C  5.383  -0.515  -6.178
C  6.236  0.798  -6.301
Br  7.679  0.856  -7.680
C  5.917  1.987  -5.344
C  4.763  1.938  -4.274
C  4.503  3.230  -3.388
O  3.891  3.271  -2.299
C  5.030  4.648  -3.951
C  6.086  4.737  -4.911
C  6.761  3.360  -5.391
O  7.965  3.418  -5.758
H  4.364  -1.820  -0.802
H  2.841  -2.254  -1.725
H  4.473  -2.064  -2.621
H  1.722  -1.231  -3.506
H  0.847  0.154  -2.686
H  1.184  0.293  -4.483
H  3.670  -1.542  -5.011
H  5.644  -1.383  -6.862
H  4.585  5.650  -3.598
H  6.472  5.734  -5.313
O  6.007  3.792  1.927
C  5.170  4.659  1.744
C  4.363  4.728  0.522
C  3.468  5.704  0.353
O  2.707  5.782  -0.775
C  3.259  6.755  1.389
O  2.446  7.642  1.193
C  4.050  6.672  2.622
C  4.942  5.694  2.793
O  5.681  5.603  3.932
H  4.526  3.960  -0.223
H  2.145  6.571  -0.654
H  3.876  7.431  3.374
H  6.249  4.817  3.810
O  -3.574  -1.427  2.877
C  -2.776  -1.255  1.971
C  -2.057  -2.364  1.336
C  -1.179  -2.133  0.358
O  -0.506  -3.153  -0.243
C  -0.895  -0.750  -0.120
O  -0.072  -0.575  -1.004
C  -1.631  0.357  0.498
C  -2.512  0.126  1.474
O  -3.205  1.142  2.055
H  -2.271  -3.362  1.694
H  0.065  -2.728  -0.911
H  -1.428  1.353  0.129
H  -3.773  0.718  2.729
O  -6.369  -1.707  8.580
C  -5.745  -2.439  7.831
C  -5.173  -3.715  8.275
C  -4.482  -4.481  7.428
O  -3.947  -5.669  7.825
C  -4.263  -4.071  6.012
O  -3.610  -4.788  5.271
C  -4.854  -2.808  5.562
C  -5.549  -2.043  6.407
O  -6.106  -0.868  6.004
H  -5.337  -4.000  9.306
H  -3.498  -6.028  7.035
H  -4.703  -2.531  4.527
H  -6.551  -0.506  6.795
O  -4.465  -4.281  0.464
C  -5.256  -3.933  -0.396
C  -5.132  -4.353  -1.795
C  -6.010  -3.936  -2.710
O  -5.910  -4.320  -4.012
C  -7.140  -3.033  -2.348
O  -7.912  -2.658  -3.213
C  -7.278  -2.633  -0.944
C  -6.401  -3.052  -0.028
O  -6.517  -2.690  1.279
H  -4.307  -5.006  -2.045
H  -6.658  -3.887  -4.469
H  -8.112  -1.991  -0.691
H  -5.766  -3.118  1.735

Output
- Structure (SMILES): CC(=O)N(C)c1ccc(Br)c2c1C(=O)C=CC2=O.O=C1C=C(O)C(=O)C=C1O.O=C1C=C(O)C(=O)C=C1O.O=C1C=C(O)C(=O)C=C1O.O=C1C=C(O)C(=O)C=C1O
- E_LUMO: -2.0 eV
- Gap between HOMO and LUMO: 7.13 eV
- HOMO: -9.083 eV
- Multiplicity: 1



(6)
Here is C37H27BiFN4O3P as an isolated structure from OMol25. Energies are from wB97M-V/def2-TZVPD.

Element x y z (Å)
Bi  -1.026  1.165  0.413
O  -3.804  -0.523  7.305
N  -2.711  -0.543  6.796
O  -1.651  -0.620  7.381
C  -2.656  -0.521  5.310
C  -3.735  -1.020  4.671
C  -3.758  -1.085  3.245
C  -4.840  -1.617  2.518
C  -4.789  -1.637  1.150
C  -3.662  -1.110  0.506
N  -2.626  -0.623  1.170
C  -2.664  -0.610  2.525
C  -1.504  -0.105  3.231
N  -0.454  0.229  2.470
C  0.791  0.575  3.055
C  0.749  0.840  4.488
C  -0.339  0.562  5.238
C  -1.498  -0.034  4.634
H  -4.577  -1.375  5.250
H  -5.704  -2.000  3.048
H  -5.604  -2.033  0.561
H  -3.616  -1.066  -0.575
H  1.555  -0.159  2.788
H  1.635  1.257  4.951
H  -0.328  0.757  6.298
O  -3.555  0.085  -2.892
N  -2.248  -0.375  -2.730
C  -2.190  -1.633  -2.890
C  -0.906  -2.324  -2.677
C  -0.837  -3.665  -3.018
C  0.335  -4.391  -2.839
C  1.438  -3.772  -2.281
C  1.380  -2.425  -1.937
C  0.223  -1.678  -2.151
P  0.210  0.096  -1.789
C  1.846  0.552  -1.109
C  1.884  0.080  0.375
C  3.394  0.140  0.725
C  4.157  0.014  -0.612
C  4.125  1.387  -1.229
C  3.205  0.314  -1.750
C  0.095  1.071  -3.294
C  0.613  0.556  -4.480
C  0.597  1.337  -5.627
C  0.063  2.618  -5.594
C  -0.462  3.128  -4.412
C  -0.448  2.353  -3.262
H  -3.452  0.979  -3.237
H  -3.075  -2.204  -3.169
H  -1.715  -4.149  -3.428
H  0.378  -5.434  -3.126
H  2.348  -4.330  -2.107
H  2.252  -1.975  -1.494
H  1.416  -0.874  0.634
H  3.714  -0.571  1.484
H  5.008  -0.644  -0.711
H  4.950  1.776  -1.806
H  3.324  -0.103  -2.740
H  1.022  -0.447  -4.514
H  1.000  0.941  -6.550
H  0.049  3.221  -6.493
H  -0.880  4.126  -4.388
H  -0.869  2.758  -2.347
F  5.009  1.770  1.417
C  3.676  1.604  1.130
C  3.346  2.273  -0.246
C  1.839  2.008  -0.515
C  1.157  1.411  0.732
C  1.432  1.921  2.121
C  2.844  2.138  2.234
H  3.621  3.325  -0.263
H  1.359  2.819  -1.066
H  0.836  2.761  2.485
H  3.310  2.732  3.010

Output
- E_LUMO (spin up / spin down): -6.5 / -8.0 eV
- Gap between HOMO and LUMO (spin up / spin down): 7.02 / 5.11 eV
- Total charge: +2
- HOMO (spin up / spin down): -13.538 / -13.103 eV
- Multiplicity: 1